A single C5H15N3 molecule in a non-equilibrium geometry, computed with the ωB97M-V functional and the def2-TZVPD basis.

Geometry as XYZ:
```
23
Properties=species:S:1:pos:R:3:forces:R:3
C 1.7758 -1.5061 1.8714 1.5 1.6 -0.2
C 1.5441 -0.0273 1.4614 0.9 0.1 0.0
N 0.3794 0.4870 2.1512 -0.2 0.1 0.3
C 1.6070 0.0800 -0.0913 -1.2 -0.1 -1.5
N 0.3923 0.7188 -0.6227 1.2 -0.5 0.9
C -0.4884 -0.0340 -1.4875 -0.7 1.2 0.4
C -1.9181 0.5561 -1.3363 0.4 0.5 1.0
N -3.0333 -0.1710 -1.8467 0.6 -0.3 -0.6
H 0.8655 -2.0931 1.7563 0.2 -0.1 0.0
H 2.5895 -1.8034 1.1921 -0.4 -0.7 0.2
H 2.2197 -1.5278 2.8749 -0.6 -0.3 -0.1
H 2.3946 0.6265 1.7438 -0.3 -0.6 0.6
H 0.1946 1.4701 2.0075 0.3 0.1 -0.2
H -0.4876 0.0291 1.9021 0.1 -0.3 -0.2
H 1.7264 -0.9005 -0.5673 -0.7 -0.3 0.3
H 2.5264 0.5032 -0.5402 -0.2 0.7 0.9
H 0.5070 1.7129 -0.7138 -0.4 0.0 -0.6
H -0.5116 -1.0493 -1.0732 0.2 0.0 -0.7
H -0.1673 0.1064 -2.5198 -0.1 -1.0 -0.4
H -1.9341 1.5136 -1.8778 0.1 0.0 0.5
H -2.0033 0.7449 -0.2314 0.0 0.2 -0.7
H -3.2300 -1.1042 -1.5415 -0.2 0.1 0.0
H -3.7173 0.3659 -2.3363 -0.3 -0.4 0.0
```
Forces are in eV/Å.

Values from the calculation:
SMILES string = C[C@H](N)CNCCN
HOMO = -8.3 eV
Spin multiplicity = 1

---

2 unconnected molecules or ions with the total composition C5H15N3 in a non-equilibrium geometry, computed with the ωB97M-V functional and the def2-TZVPD basis.

Geometry as XYZ:
```
23
Properties=species:S:1:pos:R:3:forces:R:3
C 2.1788 0.9065 0.0667 0.0 0.4 0.0
C -3.0264 0.4216 0.2010 -0.1 -0.1 0.0
C 2.6802 -1.4646 -0.0788 0.7 -1.0 -0.1
C -1.9029 -0.2153 -0.6013 0.1 0.2 -0.1
C -0.6655 -0.5012 0.2439 -1.0 0.1 0.6
N 1.4934 2.0074 -0.0570 -0.3 0.1 -0.1
N 1.7807 -0.3251 -0.1886 -0.1 -0.1 0.1
N 0.4883 -0.6262 -0.6629 -0.7 2.7 -3.9
H 3.2077 1.0000 0.4100 -0.1 -0.1 0.0
H -3.8374 0.7208 -0.4573 0.0 0.0 0.0
H -3.4349 -0.3005 0.9039 0.0 0.0 0.1
H -2.6950 1.2914 0.7593 0.1 0.2 0.0
H 2.9515 -1.8427 -1.0706 -0.1 0.1 0.1
H 2.2165 -2.2657 0.4987 -0.1 0.1 0.0
H 3.6000 -1.1784 0.4331 -0.2 0.1 0.0
H -1.5572 0.4734 -1.4149 -0.2 0.0 0.1
H -2.2779 -1.1165 -1.0871 0.2 0.0 -0.1
H -0.4981 0.3129 0.9514 0.2 0.0 -0.1
H -0.7881 -1.4255 0.8139 0.2 0.0 0.0
H 1.9334 2.8983 0.1578 0.0 -0.1 0.0
H 0.5274 2.0720 -0.3618 0.1 -0.1 0.1
H 0.5004 -1.5495 -1.1185 0.2 0.2 0.1
H 0.0951 0.2130 -1.7794 1.2 -2.6 3.3
```
Forces are in eV/Å.

Values from the calculation:
Net charge = +2
HOMO = -19.6 eV
Spin multiplicity = 1

---

The following frontier orbital gap values (in hartree) correspond, in order, to the records above: 0.342, 0.379.
The following ΔE to the lowest compared entry with this formula, charge and spin values (in kcal per mole) correspond, in order, to the records above: 43.74, 110.87.